# 1
ORCA calculation (ωB97M-V with the def2-TZVPD basis set) on a molecular structure, C43H43Cl3IrN4OP2S.

Summary:
- LUMO energy (eV) = -3.37
- energy relative to the best compared isomer or geometry (same formula, charge and spin) (kJ/mol) = 90.8
- orbital gap (Ha) = 0.223
- net charge = +1

```
98
Properties=species:S:1:pos:R:3:forces:R:3
Ir -0.776505 1.588347 0.955256 -0.2 0.2 -0.1
C -3.856598 2.234334 2.615768 0.0 0.0 0.0
P -2.078180 1.930160 2.817699 0.0 0.0 -0.2
C -1.995638 0.710172 4.153164 0.1 0.0 0.0
C -1.395637 3.452262 3.543999 0.2 -0.1 0.0
C -1.278036 4.515217 2.456945 -0.1 0.1 -0.1
P -0.991705 3.791775 0.778937 0.3 -0.2 0.2
C 0.492925 4.588708 0.128813 0.0 0.0 0.0
C -2.347999 4.532869 -0.159714 0.0 -0.1 0.0
H -4.299854 2.478983 3.582499 0.0 0.0 0.0
H -4.350168 1.351476 2.210772 0.0 0.0 0.0
H -4.032098 3.062072 1.929407 0.0 0.0 0.0
H -2.364420 1.173417 5.069805 0.0 0.0 0.0
H -0.959725 0.403926 4.288929 0.0 0.0 0.0
H -2.607280 -0.162017 3.931350 0.0 0.0 0.0
H -0.402952 3.164315 3.895446 0.0 0.0 0.0
H -1.976157 3.800271 4.399021 -0.1 0.0 0.0
H -0.477997 5.223232 2.676493 0.0 0.0 0.0
H -2.203292 5.089505 2.385339 0.0 0.0 0.0
H 0.343785 5.669670 0.105510 0.0 0.0 0.0
H 0.690777 4.232737 -0.881310 0.0 0.0 0.0
H 1.343796 4.355680 0.766500 0.0 0.0 0.0
H -2.370525 5.593304 0.101050 0.0 0.0 0.0
H -3.299245 4.072579 0.106158 0.0 0.0 0.0
H -2.209933 4.423664 -1.228973 0.0 0.0 -0.1
N 6.616560 -2.317139 6.200467 0.0 0.0 0.0
C 5.767953 -1.738012 5.686873 0.0 0.0 0.0
C 4.709623 -1.023267 5.027580 0.0 0.0 0.0
C 5.016064 -0.097677 4.032337 0.0 0.0 0.0
C 3.997625 0.562869 3.374206 0.0 0.0 0.0
C 2.661398 0.311302 3.699558 0.1 0.0 -0.1
C 2.366678 -0.614699 4.702763 0.0 0.0 0.0
C 3.383003 -1.279317 5.363551 0.0 0.0 0.0
C 1.609831 0.951261 2.964642 -0.1 0.1 0.0
C 0.721834 1.425883 2.282881 0.0 0.1 0.0
H 6.049754 0.088400 3.775185 0.0 0.0 0.0
H 4.228438 1.275770 2.594110 0.0 0.0 0.0
H 1.334708 -0.819076 4.954833 0.0 0.0 0.0
H 3.156306 -2.002779 6.134539 0.0 0.0 0.0
Cl 5.419839 -3.293283 2.006971 0.0 0.0 0.0
C 4.442524 -2.960364 0.619583 -0.1 0.0 0.0
C 3.139960 -2.510434 0.782609 0.0 0.0 0.0
C 2.369127 -2.271547 -0.341528 0.0 0.0 0.0
C 2.875318 -2.451478 -1.628311 -0.1 0.0 0.0
C 2.015339 -2.125450 -2.831750 -0.1 0.1 -0.1
C 2.156386 -0.661441 -3.252321 0.0 -0.1 0.0
N 1.829951 0.238825 -2.154722 0.0 0.1 0.0
C 2.749302 0.945744 -1.414365 0.0 -0.1 0.0
C 2.059260 1.537351 -0.411151 0.0 0.1 0.0
N 0.722672 1.214558 -0.539802 0.0 -0.2 0.2
C 0.625816 0.421589 -1.596327 0.0 0.0 0.0
O 0.643834 -2.317866 -2.560851 0.0 0.1 0.1
C 0.207683 -3.663915 -2.564124 0.1 0.0 -0.1
C -0.779451 -3.947522 -3.662473 0.1 0.0 -0.1
C -1.358112 -3.094378 -4.556106 0.0 -0.1 -0.1
Cl -1.137882 -1.400178 -4.805991 0.0 0.0 0.0
S -2.493601 -3.877706 -5.585028 0.0 0.0 0.0
C -2.203252 -5.380467 -4.827893 0.0 0.0 0.0
C -1.282314 -5.274104 -3.838165 0.0 0.0 0.0
C 4.188071 -2.891496 -1.749256 0.0 0.1 0.0
Cl 4.901674 -3.093160 -3.322792 0.0 0.0 0.0
C 4.977423 -3.155640 -0.640997 0.0 0.0 0.0
H 2.738746 -2.359582 1.776441 0.0 0.0 0.0
H 1.341239 -1.949072 -0.223693 0.0 0.0 0.0
H 2.320406 -2.728238 -3.692395 0.0 0.0 0.0
H 1.502018 -0.462857 -4.098689 0.0 0.0 0.0
H 3.185780 -0.457678 -3.542938 0.0 0.0 0.0
H 3.796482 0.944310 -1.659926 0.0 0.0 0.0
H 2.418577 2.146952 0.395415 0.0 0.0 0.0
H -0.278826 -0.027002 -1.968590 0.1 0.0 0.0
H -0.260662 -3.871517 -1.596406 0.0 0.0 0.0
H 1.059847 -4.344818 -2.660518 0.0 0.0 0.0
H -2.721253 -6.266207 -5.156928 0.0 0.0 0.0
H -0.955046 -6.111711 -3.237641 0.0 0.0 0.0
H 5.992704 -3.504003 -0.763213 0.0 0.0 0.0
C -2.635794 -3.166820 0.036333 0.0 0.0 0.1
C -2.656876 -2.324003 1.129674 0.0 -0.1 0.0
C -2.565071 -0.944409 0.963172 0.2 0.0 0.1
C -2.410050 -0.361858 -0.300400 0.2 0.2 -0.2
C -2.359705 -1.245241 -1.398498 -0.2 -0.1 0.0
C -2.500056 -2.608190 -1.233586 -0.1 0.1 0.0
N -2.226694 1.021523 -0.459358 -0.4 -0.3 0.4
C -2.617936 1.558641 -1.691462 0.1 0.2 -0.2
C -3.900400 1.306296 -2.201248 0.0 0.0 0.0
C -4.303120 1.831783 -3.415233 0.0 0.0 0.0
C -3.449927 2.634591 -4.164778 0.0 0.0 0.0
C -2.181324 2.896225 -3.674814 0.0 0.0 0.0
C -1.768418 2.358836 -2.461597 0.0 0.0 0.1
H -2.737366 -4.236272 0.160295 0.0 0.0 0.0
H -2.779523 -2.727857 2.127108 0.0 0.0 0.0
H -2.671263 -0.324721 1.837478 -0.1 0.1 0.0
H -2.251517 -0.840767 -2.395801 0.0 0.0 0.0
H -2.497670 -3.247729 -2.108251 -0.1 0.1 0.1
H -4.580884 0.687066 -1.629833 0.0 0.0 0.0
H -5.300717 1.617913 -3.777433 0.0 0.0 0.0
H -3.770507 3.043203 -5.112970 0.0 0.0 0.0
H -1.496332 3.514927 -4.242186 0.0 0.0 0.0
H -0.765538 2.560470 -2.105131 0.0 0.0 0.0
```
Positions in Å, forces in eV/Å.

Charge distribution, Mulliken scheme, values in e: 2.794, -1.385, 0.376, -0.867, -0.747, -1.055, 0.943, -1.395, -1.442, 0.454, 0.382, 0.297, 0.545, -0.081, 0.498, 0.332, 0.673, 0.501, 0.457, 0.542, 0.256, 0.389, 0.666, 0.175, 0.287, -0.485, -0.099, 0.584, -0.792, -0.306, 0.749, -0.337, -0.895, 0.357, -1.868, 0.463, 0.476, 0.396, 0.477, -0.185, 0.380, -1.140, 0.416, -0.331, -0.950, -1.431, 0.459, -1.105, -0.761, -0.010, -0.937, 0.333, -1.019, -0.442, 1.238, -0.195, -0.167, -0.316, -1.318, 0.784, -0.206, -0.759, 0.508, 0.426, 1.052, 0.302, 0.492, 0.460, 0.655, 0.764, 0.320, 0.779, 0.457, 0.418, 0.477, -0.841, -0.937, 0.528, 0.362, -0.123, -1.025, 0.135, 0.018, -0.472, -0.601, -0.756, -1.125, 0.033, 0.477, 0.498, -0.537, 0.418, 0.654, 0.499, 0.438, 0.444, 0.493, 0.656

=====

# 2
ORCA calculation (ωB97M-V with the def2-TZVPD basis set) on C19H17N3O3S in the gas phase.

Summary:
- SMILES string = O=C(NCc1cccnc1)c1ccccc1NS(=O)(=O)c1ccccc1
- LUMO energy (eV) = 0.32
- energy relative to the best compared isomer or geometry (same formula, charge and spin) (kJ/mol) = 51.4
- orbital gap (Ha) = 0.351
- net charge = 0

```
43
Properties=species:S:1:pos:R:3:forces:R:3
O 0.074482 -1.398085 2.150122 -0.1 -0.1 0.3
C 0.325990 -1.301127 0.964866 0.2 -0.5 -0.3
N 1.572805 -1.172680 0.472204 0.3 0.0 0.0
C 2.703013 -0.919069 1.350964 -0.1 -0.1 0.3
C 3.794080 -0.208385 0.610950 0.1 0.1 -0.1
C 3.597258 1.081183 0.123351 0.2 -0.1 0.0
C 4.620351 1.697273 -0.576830 -0.1 -0.1 0.0
C 5.804868 0.999248 -0.764323 -0.1 0.2 -0.1
N 6.003887 -0.223953 -0.305005 0.5 -0.2 -0.1
C 5.024151 -0.807826 0.362184 -0.4 0.0 0.2
C -0.731760 -1.468197 -0.086411 -0.2 0.1 -0.2
C -1.600376 -2.545767 0.039752 0.0 0.1 0.0
C -2.567154 -2.797206 -0.915755 0.0 0.0 0.0
C -2.674126 -1.962664 -2.015807 0.0 0.0 0.0
C -1.844617 -0.863562 -2.134423 0.1 0.0 0.0
C -0.875200 -0.600104 -1.170879 -0.3 -0.9 0.1
N -0.084848 0.556897 -1.250024 0.1 0.8 0.4
S -0.323999 1.721621 -0.022271 0.0 0.3 -0.5
O 0.533153 1.428652 1.080816 -0.4 -0.2 0.2
O -0.142111 2.971984 -0.699575 -0.3 0.0 -0.2
C -2.030997 1.477293 0.432707 0.6 0.2 0.0
C -2.343490 0.717534 1.541799 0.0 0.0 0.2
C -3.678512 0.474042 1.824020 0.0 0.0 0.0
C -4.667490 0.989989 1.001653 0.0 0.0 0.0
C -4.335188 1.760026 -0.102741 0.1 0.0 -0.1
C -3.003737 2.004169 -0.393729 -0.1 0.1 -0.1
H 1.693073 -0.966906 -0.506805 -0.1 0.0 0.0
H 3.066676 -1.872240 1.752829 0.0 0.2 0.1
H 2.336336 -0.307690 2.183167 0.1 -0.1 0.0
H 2.657650 1.582555 0.302774 0.0 0.1 0.0
H 4.501528 2.697221 -0.964411 0.0 0.1 0.0
H 6.635325 1.434658 -1.304806 0.0 0.1 -0.1
H 5.236307 -1.808033 0.719770 -0.1 -0.1 0.1
H -1.493832 -3.186796 0.901524 0.0 0.0 0.1
H -3.229482 -3.641967 -0.808106 -0.1 -0.1 0.0
H -3.416569 -2.155201 -2.775460 -0.1 0.0 -0.1
H -1.942604 -0.195714 -2.978993 -0.1 0.1 -0.1
H -0.177671 1.035965 -2.135971 0.0 0.1 -0.1
H -1.552714 0.324956 2.161394 0.1 -0.1 0.1
H -3.942344 -0.121207 2.684130 0.0 -0.1 0.1
H -5.706043 0.795171 1.223794 -0.1 0.0 0.0
H -5.109722 2.166498 -0.735022 -0.1 0.0 -0.1
H -2.706350 2.607444 -1.237426 -0.1 0.1 -0.1
```
Positions in Å, forces in eV/Å.

Charge distribution, Mulliken scheme, values in e: -0.696, -0.443, -0.007, -0.829, 0.329, -0.013, -0.648, -0.246, -0.629, -0.389, 0.980, -0.575, -0.756, -0.625, -0.721, 0.384, -0.040, 1.388, -0.626, -0.777, 0.294, -0.177, -0.794, -0.433, -0.638, -0.486, 0.437, 0.424, 0.322, 0.551, 0.407, 0.361, 0.343, 0.462, 0.428, 0.409, 0.353, 0.471, 0.453, 0.451, 0.406, 0.413, 0.481

=====

# 3
ORCA calculation (ωB97M-V with the def2-TZVPD basis set) on a molecular structure, C29H35FIrN6O3Se.

Summary:
- LUMO energy (alpha / beta) (eV) = -4.96 / -5.89
- orbital gap (alpha / beta) (Ha) = 0.248 / 0.261
- 2S+1 = 6
- net charge = +2
- ⟨S²⟩ = 8.78

```
76
Properties=species:S:1:pos:R:3:forces:R:3
Ir 0.186264 0.081420 -0.455363 0.0 -0.5 0.6
F 0.584745 6.706082 0.422366 0.0 0.0 0.0
C -0.482668 5.941397 0.726625 0.0 0.0 0.0
C -0.335508 4.588348 0.679392 0.1 0.0 0.0
C -1.398287 3.744805 1.016901 0.0 0.0 0.1
C -1.225261 2.302979 0.996851 0.0 -0.1 0.0
O -0.078571 1.816895 0.746607 0.1 0.4 -0.3
C -2.367230 1.525526 1.286668 0.0 -0.2 -0.2
C -3.531400 2.160321 1.624040 -0.1 0.1 0.0
N -3.680758 3.490589 1.712926 0.0 -0.1 0.1
C -4.937947 4.039493 2.193911 0.0 0.1 -0.1
C -4.943754 4.728047 3.528692 0.0 0.1 0.1
C -5.600334 3.392246 3.366962 -0.1 -0.1 0.1
C -2.620929 4.320762 1.383401 0.1 0.0 0.0
C -2.756699 5.713423 1.396431 -0.1 0.0 0.1
C -1.697399 6.552127 1.096690 0.0 0.1 0.0
N -1.883057 7.950251 1.144945 0.0 0.0 0.0
C -0.874488 8.869035 0.608241 -0.1 0.0 0.0
C -1.442399 10.293278 0.648051 0.1 -0.1 0.0
N -2.933985 10.205218 0.509345 0.0 0.0 0.0
C -3.543536 9.607223 1.753378 0.0 -0.1 0.1
C -2.584286 8.537221 2.281449 0.1 0.0 -0.1
C -2.404873 0.006651 1.335852 -0.1 0.1 0.1
O -3.370930 -0.513092 1.858515 0.1 -0.1 0.0
O -1.392621 -0.640881 0.854789 0.0 0.0 -0.1
H 0.618849 4.160525 0.401927 0.0 0.0 0.0
H -4.399181 1.555502 1.849659 0.0 0.0 0.1
H -5.568890 4.429000 1.405030 0.0 0.0 0.0
H -5.567365 5.603403 3.651620 0.0 0.0 0.0
H -4.007881 4.755880 4.072025 0.0 0.0 0.0
H -6.679633 3.344281 3.359298 0.0 0.0 0.0
H -5.122255 2.535573 3.822386 0.0 0.0 0.0
H -3.719631 6.139963 1.636144 0.0 0.0 0.0
H -0.654079 8.586769 -0.419151 0.0 0.0 0.0
H 0.063574 8.863103 1.166719 0.0 0.0 0.0
H -1.035870 10.901254 -0.155308 -0.1 0.0 0.0
H -1.243211 10.792489 1.593299 0.0 0.0 0.0
H -3.141928 9.589094 -0.278400 0.0 0.0 0.0
H -3.346972 11.115553 0.306343 0.0 0.0 0.0
H -4.507571 9.187563 1.474982 0.0 0.0 -0.1
H -3.698493 10.403140 2.478895 0.0 0.1 -0.1
H -3.144789 7.787153 2.829288 0.0 0.0 0.0
H -1.868863 8.974899 2.986685 0.0 0.0 0.0
C 3.839652 -2.316973 0.944318 0.0 -0.1 0.0
N 2.539739 -2.524090 1.566220 0.1 0.0 0.0
C 1.343477 -2.459683 0.970468 0.0 -0.1 0.1
Se 0.968793 -2.195291 -0.859666 0.2 0.3 -0.3
N 0.400246 -2.704343 1.881577 -0.2 -0.1 0.1
C 0.983899 -2.928079 3.121782 0.0 0.0 -0.1
C 0.450268 -3.229548 4.367172 -0.1 0.0 0.0
C 1.352879 -3.402036 5.397734 0.0 0.0 0.0
C 2.736206 -3.276262 5.197034 0.0 0.0 0.0
C 3.263908 -2.979929 3.955004 0.1 0.0 0.0
C 2.352983 -2.813445 2.920535 0.1 0.1 -0.1
H 3.704921 -2.148694 -0.118872 0.0 0.0 0.0
H 4.459638 -3.199603 1.090308 0.0 0.0 0.0
H 4.328613 -1.454129 1.392872 0.0 0.0 0.0
H -0.589381 -2.635864 1.676344 0.0 0.1 0.0
H -0.615447 -3.336029 4.519395 0.0 0.0 0.0
H 0.984926 -3.644913 6.385340 0.0 0.0 0.0
H 3.405271 -3.420156 6.034487 0.0 0.0 0.0
H 4.330733 -2.890608 3.799147 0.0 0.0 0.0
C -2.451741 1.505825 -3.383326 0.1 0.0 0.2
C -1.147568 0.694171 -3.460068 -0.2 0.1 -0.3
C -0.128418 1.421139 -4.354190 0.1 0.0 0.2
C -1.432835 -0.708609 -4.022538 0.1 0.0 0.2
N -0.606459 0.555358 -2.153732 -0.1 -0.1 -0.2
H -2.879429 1.609067 -4.380152 0.0 0.0 0.0
H -2.253468 2.499814 -2.977003 0.0 0.0 0.0
H -3.172436 1.001981 -2.737234 0.0 0.0 0.0
H -0.559704 1.570251 -5.343597 0.0 0.0 0.0
H 0.783528 0.830840 -4.450114 0.0 0.0 0.0
H 0.129204 2.392398 -3.929033 0.0 0.0 0.0
H -1.847383 -0.620618 -5.026452 0.0 0.0 0.0
H -2.144231 -1.236173 -3.385806 0.0 0.0 -0.1
H -0.510992 -1.290326 -4.069678 0.0 0.0 -0.1
```
Positions in Å, forces in eV/Å.

Charge distribution, Mulliken scheme, values in e: 1.895, -0.334, 0.353, -0.720, 0.555, 1.535, -1.394, -0.132, -0.255, 0.261, -0.337, -0.366, -0.960, -0.415, -0.656, -0.978, 0.204, -0.726, -0.799, -0.125, -0.753, -0.675, 0.195, -0.688, -0.871, 0.626, 0.729, 0.398, 0.299, 0.223, 0.277, 0.352, 0.938, 0.525, 0.421, 0.403, 0.358, 0.383, 0.348, 0.429, 0.377, 0.496, 0.310, -0.925, 0.292, -0.135, -0.276, 0.184, 0.259, -0.821, -0.524, -0.647, -0.654, 0.781, 0.258, 0.365, 0.361, 0.272, 0.452, 0.405, 0.405, 0.443, -1.522, 1.637, -1.536, -1.527, -0.722, 0.422, 0.363, 0.374, 0.390, 0.393, 0.369, 0.413, 0.371, 0.375

=====

- Number 2 is which compound?
  C19H17N3O3S

=====

- Which of these has the highest net charge?
  C29H35FIrN6O3Se

=====

- What is the formula in the second record?
  C19H17N3O3S

=====

- The highest net charge belongs to which entry?
  C29H35FIrN6O3Se